1.
31
Properties=species:S:1:pos:R:3:nbo_charge:R:1 method="wB97M-V/def2-TZVPD" largest_force_ev_per_a=3.85 homo_lumo_gap_ha=0.343 homo_ev=-13.5161 charge=+1
C 0.3530 2.0747 -0.5041 -0.72
C 0.0931 0.8454 0.2732 0.67
N 1.0330 0.0242 0.6906 -0.39
N 2.3355 -0.0002 0.3223 -0.08
C 2.6574 -0.4330 -0.8930 0.08
C 3.9890 -0.7108 -1.2251 -0.21
C 4.9966 -0.6022 -0.3449 -0.12
C 4.6049 -0.2014 0.9458 -0.21
C 3.3498 0.1692 1.2612 0.03
O -1.2145 0.8545 0.5044 -0.50
C -2.3018 0.0719 1.0567 -0.05
C -2.9009 -0.8211 -0.0235 -0.25
C -4.2171 -1.3231 0.6339 -0.63
C -3.3128 -0.0081 -1.1792 -0.59
H -0.0446 2.0164 -1.5571 0.26
H 1.2909 2.5110 -0.3997 0.23
H -0.3014 2.8183 0.0303 0.27
H 1.9690 -0.5480 -1.6822 0.24
H 4.1124 -0.9962 -2.2863 0.25
H 6.0823 -0.7290 -0.6903 0.27
H 5.4814 -0.0657 1.5128 0.26
H 3.0097 0.2759 2.3022 0.26
H -2.9857 0.8867 1.5713 0.22
H -1.8865 -0.4093 1.9266 0.20
H -2.2309 -1.6243 -0.3630 0.22
H -5.1176 -0.6443 0.6643 0.23
H -4.6827 -2.2129 -0.0246 0.23
H -3.9729 -1.6724 1.6872 0.22
H -3.8596 -0.6840 -1.7359 0.22
H -2.3940 0.3080 -1.5718 0.20
H -3.9348 0.8297 -0.9023 0.21

***

2.
16
Properties=species:S:1:pos:R:3:nbo_charge:R:1 method="wB97M-V/def2-TZVPD" largest_force_ev_per_a=3.73 homo_lumo_gap_ha=0.370 homo_ev=-13.8717 charge=+1
C -2.3421 0.9239 0.0236 -0.39
C -2.4284 -0.3415 0.4469 -0.39
C 2.0595 0.4904 0.6029 0.32
N 1.4344 0.7161 -0.5198 -0.39
N 2.0940 -0.7599 1.1929 -0.79
N 0.8077 -0.2340 -1.4042 -0.56
H -1.3934 1.4931 -0.1611 0.19
H -3.2885 1.4731 -0.1041 0.22
H -3.3452 -0.7743 0.6562 0.22
H -1.5036 -0.8244 0.5351 0.15
H 2.4518 1.4152 0.9745 0.25
H 2.3836 -0.9590 2.1685 0.45
H 1.4747 -1.3757 0.6251 0.38
H 0.7310 0.1531 -2.3488 0.45
H -0.2607 -0.2318 -1.2219 0.45
H 1.1250 -1.1643 -1.4657 0.41

***

3.
20
Properties=species:S:1:pos:R:3:nbo_charge:R:1 method="wB97M-V/def2-TZVPD" largest_force_ev_per_a=1.01 homo_lumo_gap_ha=0.371 homo_ev=-8.9820 charge=0
N -1.7270 1.5848 1.7086 -0.83
C -1.8924 0.3588 0.9275 -0.22
C -0.5842 -0.4191 0.8144 -0.42
C 0.3930 0.0276 -0.2705 -0.05
N -0.3087 0.3137 -1.5291 -0.84
C 1.4796 -1.0420 -0.4043 -0.22
N 2.5819 -0.6142 -1.2359 -0.86
H -2.5378 2.1707 1.5483 0.35
H -0.9333 2.1093 1.3602 0.35
H -2.2369 0.5867 -0.0876 0.18
H -2.6375 -0.3059 1.3542 0.18
H -0.0918 -0.3081 1.7866 0.22
H -0.7896 -1.4868 0.7632 0.20
H 0.8228 0.9883 0.0205 0.17
H 0.3546 0.6462 -2.2155 0.36
H -0.7603 -0.5188 -1.8883 0.35
H 1.7104 -1.4461 0.5812 0.17
H 0.9578 -1.8450 -0.9179 0.17
H 2.7870 0.3713 -1.2005 0.36
H 3.4124 -1.1712 -1.1150 0.37

***

4.
45
Properties=species:S:1:pos:R:3:nbo_charge:R:1 method="wB97M-V/def2-TZVPD" largest_force_ev_per_a=1.03 homo_lumo_gap_ha=0.331 homo_ev=-8.5645 charge=0
C 4.6143 0.1949 0.6661 -0.37
C 3.6153 0.2416 1.5268 -0.18
C 2.3314 -0.5393 1.4322 -0.32
C 2.2715 -1.4569 0.2414 0.02
C 2.8081 -2.6768 0.1983 -0.21
C 2.8050 -3.4876 -1.0540 -0.09
O 1.9923 -2.9994 -2.1121 -0.48
C 1.4395 -1.7828 -2.1156 0.81
O 0.7366 -1.4655 -3.0469 -0.62
C 1.6491 -0.9128 -0.9508 -0.34
C 1.1953 0.3563 -0.9683 0.29
O 1.1378 1.1424 0.1206 -0.49
C 1.1432 0.4349 1.3347 0.39
O -0.0110 -0.3687 1.5062 -0.53
C -1.2407 0.1035 1.0543 0.38
O -1.3038 0.0055 -0.3408 -0.54
C -2.5941 0.2326 -0.8779 0.06
C -2.5199 0.0617 -2.4060 -0.07
O -2.2075 -1.2370 -2.8002 -0.72
C -3.0904 1.6405 -0.5164 0.06
O -4.4094 1.7848 -0.9635 -0.71
C -3.0008 1.8549 1.0011 0.07
O -3.3492 3.1900 1.2834 -0.73
C -1.5839 1.5365 1.4973 0.01
O -1.4761 1.7208 2.8878 -0.71
H 5.5008 0.7876 0.8047 0.20
H 4.5948 -0.4389 -0.2051 0.20
H 3.6678 0.8895 2.3906 0.20
H 2.1976 -1.1152 2.3535 0.24
H 3.3086 -3.1189 1.0453 0.22
H 3.8322 -3.5714 -1.4448 0.19
H 2.4507 -4.5060 -0.8502 0.20
H 0.8309 0.8323 -1.8682 0.22
H 1.1839 1.2091 2.1164 0.19
H -1.9686 -0.5974 1.5115 0.16
H -3.3003 -0.5077 -0.4706 0.18
H -3.5162 0.2886 -2.7970 0.20
H -1.8031 0.7888 -2.8046 0.16
H -1.2460 -1.3576 -2.8025 0.50
H -2.4363 2.3855 -0.9988 0.17
H -4.7407 2.6195 -0.6074 0.49
H -3.7170 1.1743 1.4974 0.16
H -2.9711 3.4181 2.1454 0.49
H -0.8799 2.2396 1.0429 0.20
H -1.9410 1.0059 3.3439 0.47

***

5.
30
Properties=species:S:1:pos:R:3:nbo_charge:R:1 method="wB97M-V/def2-TZVPD" largest_force_ev_per_a=5.00 homo_lumo_gap_ha="0.269 / 0.258" homo_ev="-8.0355 / -7.5382" charge=0
C -0.3270 1.2663 0.4988 0.02
C 0.7513 0.8291 0.2067 -0.47
C -3.1226 -2.1593 -0.3542 0.04
C -2.8574 -1.2759 -1.3790 -0.15
C -2.5578 -0.3778 0.6264 0.25
C -2.2923 0.6417 1.4458 -0.12
C -1.6209 1.8711 0.8490 -0.34
C -2.2978 2.1747 -0.5190 -0.22
C 2.7747 -0.7636 1.7927 -1.01
C 2.0165 -1.5189 -1.3825 -1.14
C 3.6564 1.0922 -0.3783 -1.10
N -3.0686 -1.6394 0.8450 -0.47
N -2.4723 -0.1769 -0.8126 -0.07
N -2.2184 0.9659 -1.3231 -0.25
Si 2.2823 -0.1534 -0.0871 1.55
H -3.3952 -3.2082 -0.4065 0.21
H -2.8784 -1.4131 -2.4859 0.23
H -2.2052 0.4701 2.4540 0.23
H -1.6020 2.6385 1.5643 0.24
H -3.2228 2.5265 -0.3225 0.20
H -1.7057 2.9666 -1.1099 0.22
H 3.7207 -1.2294 1.7486 0.22
H 2.8060 -0.0283 2.5403 0.23
H 1.9621 -1.5373 2.0945 0.22
H 2.9027 -2.1660 -1.6897 0.25
H 1.4955 -2.4036 -0.9676 0.25
H 1.4051 -1.3089 -2.2938 0.26
H 3.7102 1.7696 0.5126 0.24
H 4.5320 0.5131 -0.3641 0.23
H 3.8288 1.6349 -1.3027 0.24